1.
ORCA calculation (wB97M-V/def2-TZVPD) on a cluster of 8 separate species, C62H136N8O8 in total at a distorted geometry.

Energy above the lowest of the compared OMol25 structures with the same formula, charge and spin = 47.1 kcal per mole

```
! wB97M-V def2-TZVPD RIJCOSX def2/J DEFGRID3
* xyz 0 1
C 3.46 2.98 -3.46
C 4.14 3.49 -2.18
C 5.71 3.76 -2.39
C 3.48 4.84 -1.89
C 3.85 5.28 -0.55
C 3.33 4.20 0.50
C 3.91 2.81 0.32
C 5.31 2.71 0.99
C 2.92 1.90 1.09
N 3.90 2.47 -1.11
O 4.42 1.23 -1.42
H 3.92 2.04 -3.76
H 2.42 2.76 -3.22
H 3.49 3.75 -4.23
H 6.24 3.07 -3.05
H 5.83 4.64 -3.01
H 6.30 3.83 -1.48
H 3.94 5.58 -2.54
H 2.39 4.83 -1.96
H 4.91 5.39 -0.33
H 3.37 6.19 -0.18
H 2.24 4.18 0.51
H 3.50 4.48 1.54
H 5.94 3.53 0.64
H 5.90 1.81 0.82
H 5.21 2.89 2.06
H 2.83 2.20 2.13
H 3.25 0.86 0.99
H 1.94 1.86 0.61
H 3.61 0.72 -1.48
C -3.22 -2.57 4.04
C -2.55 -1.28 3.45
C -1.72 -1.75 2.25
C -3.74 -0.30 3.00
C -3.24 1.06 2.60
C -2.67 1.64 3.86
C -1.46 0.83 4.47
C -0.11 1.04 3.75
C -1.41 1.45 5.95
N -1.86 -0.64 4.56
O -0.93 -1.44 5.26
H -3.81 -2.31 4.92
H -3.88 -2.90 3.23
H -2.56 -3.30 4.49
H -1.95 -2.76 1.94
H -1.83 -1.14 1.36
H -0.67 -1.86 2.52
H -4.24 -0.78 2.15
H -4.51 -0.34 3.76
H -2.49 1.01 1.81
H -4.01 1.69 2.16
H -3.50 1.92 4.50
H -2.21 2.54 3.45
H -0.10 0.61 2.74
H 0.70 0.60 4.34
H 0.11 2.08 3.52
H -2.28 1.15 6.54
H -1.40 2.54 5.99
H -0.65 0.95 6.56
H -1.38 -1.71 6.07
C -6.25 -1.25 0.15
C -6.96 -0.73 -1.08
C -5.87 -0.02 -1.96
C -7.42 -1.93 -2.00
C -8.70 -2.56 -1.46
C -9.76 -1.50 -1.20
C -9.42 -0.24 -0.36
C -10.53 0.83 -0.63
C -9.50 -0.58 1.15
N -8.07 0.22 -0.77
O -7.72 1.40 -0.16
H -5.61 -0.46 0.56
H -6.86 -1.51 1.02
H -5.59 -2.10 -0.02
H -5.02 -0.68 -2.12
H -6.32 0.47 -2.82
H -5.35 0.80 -1.48
H -7.68 -1.56 -2.99
H -6.71 -2.75 -2.08
H -9.02 -3.37 -2.12
H -8.41 -3.10 -0.56
H -10.54 -2.02 -0.66
H -10.26 -1.20 -2.12
H -10.49 1.72 0.00
H -11.42 0.29 -0.30
H -10.63 1.13 -1.67
H -10.50 -0.99 1.29
H -9.38 0.31 1.77
H -8.82 -1.40 1.37
H -7.46 1.13 0.72
C 6.31 -1.43 -5.07
C 5.30 -2.43 -5.78
C 6.09 -3.48 -6.54
C 4.34 -3.17 -4.78
C 3.27 -2.25 -4.22
C 2.41 -1.65 -5.33
C 3.27 -0.99 -6.48
C 2.40 -0.95 -7.75
C 3.63 0.39 -6.01
N 4.48 -1.79 -6.83
O 5.17 -1.14 -7.82
H 6.90 -2.01 -4.36
H 6.97 -1.05 -5.85
H 5.70 -0.69 -4.55
H 6.93 -3.05 -7.07
H 6.61 -4.08 -5.79
H 5.41 -4.08 -7.15
H 3.82 -3.91 -5.39
H 5.02 -3.58 -4.03
H 2.63 -2.87 -3.59
H 3.73 -1.47 -3.62
H 1.82 -0.85 -4.89
H 1.74 -2.33 -5.85
H 1.39 -0.59 -7.56
H 2.30 -1.93 -8.21
H 2.82 -0.31 -8.52
H 2.81 1.06 -5.75
H 4.30 0.95 -6.67
H 4.10 0.31 -5.04
H 5.63 -0.47 -7.30
C 0.68 8.39 -0.86
C -0.80 8.30 -0.40
C -1.51 9.63 -0.66
C -1.49 7.21 -1.26
C -1.11 5.77 -0.86
C -1.37 5.53 0.59
C -0.75 6.64 1.56
C -1.75 6.55 2.79
C 0.68 6.28 1.96
N -0.88 8.03 1.07
O -0.31 9.00 1.88
H 1.32 7.54 -0.63
H 0.89 8.67 -1.89
H 1.13 9.21 -0.30
H -2.45 9.85 -0.14
H -0.96 10.53 -0.39
H -1.79 9.78 -1.70
H -2.56 7.39 -1.37
H -1.15 7.37 -2.28
H -1.62 5.01 -1.45
H -0.05 5.58 -1.07
H -0.91 4.57 0.83
H -2.44 5.37 0.74
H -1.61 7.41 3.45
H -1.50 5.66 3.38
H -2.82 6.67 2.64
H 1.50 6.43 1.25
H 0.70 5.28 2.40
H 0.94 6.95 2.78
H 0.60 8.94 1.60
C 1.73 -6.85 3.62
C 0.58 -5.89 3.93
C 0.90 -5.00 5.20
C 0.35 -4.92 2.78
C -0.56 -5.44 1.67
C -1.90 -5.87 2.28
C -1.70 -7.08 3.27
C -3.11 -7.25 3.99
C -1.36 -8.37 2.63
N -0.70 -6.60 4.27
O -0.60 -7.58 5.25
H 1.41 -7.53 2.84
H 2.62 -6.30 3.30
H 2.03 -7.49 4.45
H 0.09 -4.30 5.42
H 1.19 -5.57 6.08
H 1.70 -4.29 4.96
H -0.02 -3.97 3.17
H 1.31 -4.73 2.29
H -0.79 -4.74 0.87
H -0.03 -6.28 1.22
H -2.61 -6.10 1.48
H -2.31 -4.99 2.77
H -3.53 -6.31 4.37
H -3.04 -7.92 4.85
H -3.81 -7.77 3.33
H -2.23 -8.67 2.05
H -1.12 -9.10 3.40
H -0.54 -8.36 1.91
H -0.28 -8.35 4.76
C 3.97 -4.32 1.59
O 4.34 -3.14 0.93
C 5.74 -2.86 1.16
C 6.15 -1.52 0.62
C 6.12 -1.46 -0.96
N 7.41 -0.94 1.15
H 3.90 -4.14 2.66
H 4.60 -5.19 1.42
H 3.02 -4.65 1.17
H 5.90 -2.76 2.23
H 6.40 -3.65 0.80
H 5.37 -0.86 1.00
H 6.30 -0.48 -1.40
H 5.17 -1.80 -1.37
H 6.92 -2.10 -1.34
H 7.56 -0.06 0.68
H 8.18 -1.50 0.82
C -1.96 0.98 -1.54
O -0.96 0.11 -2.01
C 0.21 0.27 -1.26
C 0.99 -1.05 -1.33
C 0.34 -2.18 -0.52
N 2.39 -1.07 -0.89
H -2.42 0.72 -0.59
H -2.84 0.89 -2.18
H -1.63 2.02 -1.48
H 0.79 1.05 -1.75
H 0.11 0.54 -0.21
H 0.99 -1.35 -2.38
H 0.32 -1.95 0.55
H 0.76 -3.16 -0.73
H -0.72 -2.22 -0.79
H 2.85 -1.94 -1.11
H 2.31 -0.95 0.11
*
```

***

2.
ORCA calculation (wB97M-V/def2-TZVPD) on a cluster of 26 separate species, C62H148Cl28O12 in total at a distorted geometry.

Energy = -16238.98168 hartree

```
! wB97M-V def2-TZVPD RIJCOSX def2/J DEFGRID3
* xyz 0 1
C 2.41 6.12 3.76
Cl 1.90 4.69 2.96
Cl 1.55 7.55 3.06
H 2.33 6.12 4.82
H 3.46 6.31 3.37
C -1.31 6.64 -2.69
Cl -0.03 7.29 -3.86
Cl -1.95 7.97 -1.71
H -2.02 6.15 -3.39
H -0.90 5.99 -1.97
C 8.27 0.07 1.74
Cl 8.92 -1.29 0.84
Cl 7.01 -0.47 2.89
H 9.04 0.49 2.26
H 7.78 0.74 1.01
C 1.15 -3.66 2.64
Cl 1.67 -3.31 1.02
Cl 2.31 -4.75 3.41
H 1.09 -2.77 3.29
H 0.22 -4.11 2.58
C 2.56 8.00 -1.37
Cl 1.82 6.63 -0.41
Cl 3.67 7.46 -2.65
H 1.71 8.41 -1.81
H 3.19 8.54 -0.64
C -4.84 -0.57 -3.84
Cl -4.54 1.10 -4.36
Cl -3.89 -1.61 -4.92
H -4.47 -0.75 -2.80
H -5.89 -0.74 -4.04
C -6.38 0.78 2.67
Cl -5.87 -0.53 3.75
Cl -7.46 1.94 3.48
H -5.53 1.34 2.24
H -7.01 0.36 1.93
C 3.36 4.69 -4.85
Cl 4.98 5.57 -5.08
Cl 3.41 3.69 -3.41
H 2.62 5.47 -4.72
H 3.23 4.06 -5.71
C -6.05 -4.58 -3.56
Cl -5.54 -3.75 -2.15
Cl -6.39 -6.31 -3.08
H -7.03 -4.15 -3.89
H -5.31 -4.53 -4.31
C -5.51 -3.41 1.77
Cl -7.24 -3.59 1.47
Cl -4.70 -2.15 0.88
H -5.42 -3.23 2.83
H -5.06 -4.33 1.52
C -3.74 2.99 -1.08
Cl -5.35 2.74 -0.34
Cl -3.14 4.52 -0.31
H -3.10 2.13 -0.93
H -3.84 3.16 -2.15
C 5.97 -1.84 -1.13
Cl 6.44 -0.19 -1.42
Cl 4.67 -1.98 0.04
H 5.68 -2.15 -2.11
H 6.75 -2.42 -0.66
C -0.79 -2.21 -6.95
Cl -1.06 -0.46 -7.01
Cl -2.02 -3.10 -7.86
H 0.17 -2.44 -7.44
H -0.78 -2.47 -5.91
C -2.05 -5.19 -1.97
Cl -0.95 -3.86 -1.47
Cl -2.04 -5.14 -3.80
H -1.59 -6.18 -1.78
H -3.03 -5.07 -1.55
C 2.06 -1.14 -3.81
C 2.94 -0.53 -4.90
O 4.23 -1.03 -4.83
C 5.10 -0.18 -5.56
C 6.51 -0.61 -5.31
H 2.16 -2.22 -3.76
H 2.27 -0.65 -2.87
H 1.01 -0.93 -4.11
H 2.43 -0.74 -5.83
H 2.89 0.57 -4.72
H 4.82 -0.19 -6.65
H 4.96 0.86 -5.32
H 6.52 -1.70 -5.42
H 6.75 -0.22 -4.28
H 7.22 -0.17 -6.02
C 0.55 -6.84 0.14
C 1.07 -7.73 -0.93
O 0.13 -7.68 -1.97
C 0.55 -8.63 -2.97
C -0.63 -8.83 -3.94
H 0.67 -5.78 -0.14
H -0.56 -6.94 0.20
H 0.86 -7.09 1.14
H 2.10 -7.51 -1.24
H 1.09 -8.77 -0.53
H 1.34 -8.22 -3.55
H 0.79 -9.62 -2.55
H -1.47 -9.48 -3.58
H -0.31 -9.29 -4.84
H -1.04 -7.85 -4.03
C -7.98 -1.56 -6.04
C -8.79 -1.48 -4.77
O -7.83 -1.63 -3.68
C -8.35 -1.39 -2.34
C -8.01 0.03 -1.80
H -7.25 -0.76 -6.03
H -7.30 -2.44 -5.92
H -8.58 -1.62 -6.95
H -9.39 -0.47 -4.75
H -9.54 -2.26 -4.60
H -9.42 -1.43 -2.45
H -8.00 -2.20 -1.71
H -6.92 0.11 -1.80
H -8.37 0.21 -0.78
H -8.45 0.89 -2.33
C -2.59 -4.09 3.93
C -3.63 -4.84 4.79
O -4.24 -5.88 3.97
C -4.98 -6.83 4.68
C -4.13 -7.88 5.34
H -2.96 -3.43 3.14
H -1.90 -3.47 4.46
H -2.08 -4.90 3.45
H -3.14 -5.32 5.63
H -4.36 -4.16 5.21
H -5.50 -6.39 5.58
H -5.71 -7.24 3.95
H -3.61 -7.37 6.18
H -3.39 -8.23 4.67
H -4.66 -8.77 5.70
C 2.15 0.10 2.48
C 3.28 -0.34 3.39
O 2.72 -1.07 4.51
C 3.77 -1.41 5.45
C 3.04 -2.05 6.58
H 1.42 -0.72 2.27
H 1.70 0.89 3.06
H 2.44 0.50 1.53
H 4.09 -1.05 2.96
H 3.84 0.56 3.70
H 4.45 -2.18 5.12
H 4.39 -0.58 5.71
H 2.43 -1.30 7.08
H 3.58 -2.47 7.44
H 2.42 -2.82 6.12
C 4.35 3.60 0.36
C 5.68 3.78 1.09
O 5.60 4.75 2.11
C 5.33 6.04 1.54
C 6.07 7.14 2.33
H 4.32 2.62 -0.10
H 3.59 3.74 1.08
H 4.23 4.38 -0.35
H 5.98 2.86 1.64
H 6.46 4.08 0.36
H 5.71 6.16 0.49
H 4.24 6.10 1.46
H 7.17 6.99 2.31
H 5.77 7.15 3.36
H 5.83 8.16 1.98
C -0.17 3.78 6.73
C -0.16 2.38 7.32
O -0.38 1.49 6.35
C -0.32 0.16 6.72
C -0.39 -0.71 5.48
H 0.59 4.01 5.91
H -1.13 3.99 6.21
H 0.03 4.45 7.55
H 0.76 2.13 7.90
H -0.91 2.28 8.12
H 0.63 0.08 7.25
H -1.16 -0.06 7.44
H 0.37 -0.45 4.70
H -1.43 -0.67 5.13
H -0.18 -1.74 5.71
C -2.06 0.01 2.09
C -2.00 1.35 2.69
O -3.25 2.00 2.55
C -3.31 3.12 3.45
C -4.38 4.16 3.20
H -1.05 -0.43 2.06
H -2.73 -0.75 2.55
H -2.46 0.13 1.06
H -1.85 1.31 3.72
H -1.13 1.88 2.20
H -3.38 2.79 4.52
H -2.32 3.65 3.32
H -4.58 4.44 2.21
H -4.14 5.02 3.86
H -5.32 3.80 3.64
C 3.10 -4.29 -2.60
C 2.09 -4.97 -3.53
O 2.58 -4.84 -4.83
C 1.65 -5.28 -5.83
C 2.36 -5.40 -7.15
H 2.74 -4.13 -1.58
H 3.93 -4.94 -2.44
H 3.43 -3.34 -3.04
H 2.01 -6.06 -3.21
H 1.15 -4.55 -3.54
H 1.22 -6.30 -5.55
H 0.85 -4.49 -5.86
H 1.73 -5.74 -7.96
H 3.17 -6.13 -7.05
H 2.84 -4.39 -7.36
C 4.23 7.08 7.02
C 4.94 5.77 7.11
O 4.36 4.83 6.22
C 5.07 3.69 6.04
C 4.27 2.76 5.09
H 4.63 7.85 7.66
H 4.27 7.50 6.02
H 3.24 6.92 7.31
H 6.03 5.95 6.89
H 4.85 5.43 8.15
H 6.05 3.96 5.58
H 5.32 3.12 6.96
H 3.37 2.52 5.60
H 4.84 1.84 4.86
H 4.16 3.29 4.17
C 0.82 3.24 -0.54
C 0.66 1.76 -0.34
O -0.68 1.41 -0.90
C -0.82 0.00 -1.21
C -2.21 -0.19 -1.71
H -0.08 3.66 0.00
H 1.69 3.66 -0.06
H 0.98 3.59 -1.57
H 1.41 1.19 -0.89
H 0.65 1.40 0.69
H -0.08 -0.24 -2.02
H -0.61 -0.70 -0.35
H -2.45 -1.23 -1.84
H -2.46 0.28 -2.66
H -2.90 0.12 -0.93
C -3.99 5.40 -5.04
C -2.77 4.64 -5.66
O -1.82 4.18 -4.64
C -0.75 3.34 -5.16
C 0.08 2.83 -4.10
H -3.79 6.48 -4.89
H -4.66 5.42 -5.90
H -4.49 4.97 -4.23
H -3.11 3.69 -6.12
H -2.28 5.29 -6.39
H -1.33 2.54 -5.66
H -0.19 3.90 -5.89
H -0.39 2.17 -3.39
H 0.52 3.61 -3.53
H 0.85 2.21 -4.58
*
```